Record 1
Molecular formula: CH3N4
Method: DFT, ωB97M-V/def2-TZVPD

Geometry as XYZ:
```
8
Properties=species:S:1:pos:R:3:nbo_charge:R:1
C -0.42 0.74 -0.45 0.7713
N 0.15 1.19 -1.36 -0.1581
N 1.48 1.15 -1.36 0.0643
N 1.84 -0.02 -1.19 -0.2733
N -1.08 0.14 0.49 -0.6955
H 2.81 -0.03 -1.26 0.3677
H -1.34 -0.79 0.32 0.4600
H -1.15 0.45 1.41 0.4636
```

* multiplicity: 1
* total charge: +1
* ΔE to the lowest compared entry with this formula, charge and spin: 3.985 eV
* LUMO energy: -5.76 eV
* Kohn-Sham gap: 10.3 eV
* SMILES: [H]/N=N/N=C=[NH2+]


Record 2
Molecular formula: C17H22N4O4
Method: DFT, ωB97M-V/def2-TZVPD

Geometry as XYZ:
```
47
Properties=species:S:1:pos:R:3:nbo_charge:R:1
C -6.21 2.77 0.65 -0.2408
H -5.77 3.76 0.76 0.1843
O -5.27 1.76 0.95 -0.4878
C -4.13 1.59 0.24 0.2841
C -3.34 0.54 0.68 -0.2462
C -2.13 0.22 0.07 0.1673
C -1.71 0.98 -1.03 -0.2145
C -2.50 2.04 -1.48 -0.2495
C -3.70 2.36 -0.88 0.2855
O -4.49 3.40 -1.30 -0.5219
C -4.07 4.17 -2.39 -0.2524
H -4.85 4.92 -2.54 0.1998
H -3.12 4.67 -2.19 0.1812
H -3.97 3.56 -3.30 0.1808
H -2.13 2.60 -2.33 0.2423
C -0.45 0.67 -1.69 0.6647
O 0.04 1.25 -2.64 -0.6129
N 0.19 -0.42 -1.12 -0.6147
C -0.29 -1.11 -0.04 0.4600
N -1.39 -0.83 0.55 -0.4838
C 0.55 -2.27 0.42 -0.2661
N 1.96 -1.98 0.21 -0.4566
C 2.80 -3.16 0.25 -0.2243
H 2.41 -3.89 -0.47 0.2062
C 4.23 -2.78 -0.13 -0.2166
N 4.73 -1.78 0.78 -0.4442
C 5.71 -1.92 1.70 0.6878
O 5.97 -1.04 2.50 -0.6269
C 6.50 -3.21 1.66 -0.7138
H 7.28 -3.15 2.41 0.2462
H 6.96 -3.36 0.69 0.2251
H 5.87 -4.07 1.89 0.2228
C 3.89 -0.60 0.80 -0.2341
C 2.46 -0.99 1.17 -0.2372
H 1.81 -0.11 1.13 0.2143
H 2.44 -1.39 2.19 0.1786
H 4.30 0.09 1.54 0.2565
H 3.90 -0.14 -0.19 0.1946
H 4.86 -3.67 -0.13 0.2188
H 4.22 -2.36 -1.14 0.1990
H 2.80 -3.63 1.25 0.1697
H 0.30 -2.49 1.46 0.2080
H 0.29 -3.14 -0.19 0.2205
H 1.09 -0.70 -1.49 0.4364
H -3.67 -0.03 1.52 0.2364
H -7.00 2.64 1.39 0.1895
H -6.62 2.65 -0.35 0.1842
```

* multiplicity: 1
* total charge: 0
* ΔE to the lowest compared entry with this formula, charge and spin: 2.824 eV
* LUMO energy: 0.63 eV
* Kohn-Sham gap: 8.7 eV
* SMILES: COc1cc2nc(CN3CCN(C(C)=O)CC3)[nH]c(=O)c2cc1OC


Record 3
Molecular formula: C25H29BrN2PtSb
Method: DFT, ωB97M-V/def2-TZVPD

Geometry as XYZ:
```
59
Properties=species:S:1:pos:R:3:nbo_charge:R:1
Pt 0.13 0.07 -0.02 0.5392
Br 1.23 -1.19 -2.18 0.1340
C 2.01 -2.47 -1.00 -0.0471
C 2.52 -3.61 -1.54 -0.2326
C 3.15 -4.55 -0.68 -0.1925
C 3.27 -4.27 0.65 -0.1842
C 2.73 -3.09 1.21 0.0505
C 2.81 -2.82 2.60 -0.2116
C 2.24 -1.70 3.13 -0.1841
C 1.53 -0.81 2.30 -0.2937
C 1.43 -1.03 0.97 -0.0294
C 2.05 -2.17 0.37 -0.1825
H 2.46 -3.80 -2.60 0.2386
H 3.54 -5.47 -1.09 0.2340
H 3.77 -4.97 1.31 0.2261
H 3.34 -3.52 3.24 0.2275
H 2.30 -1.51 4.19 0.2297
H 1.04 0.06 2.75 0.2189
N 0.92 2.15 0.68 -0.8218
C 0.81 3.34 -0.12 0.1066
C 1.94 4.04 -0.44 -0.2094
C 1.88 5.23 -1.18 -0.1946
C 0.68 5.72 -1.60 -0.1678
C -0.51 5.01 -1.30 -0.0997
C -1.79 5.48 -1.68 -0.1209
C -2.90 4.79 -1.32 -0.2572
C -2.73 3.59 -0.59 0.0637
N -1.57 3.10 -0.24 -0.4683
C -0.46 3.81 -0.56 0.1914
H 0.28 2.18 1.46 0.4147
H 1.86 2.04 1.00 0.4071
H 2.90 3.67 -0.10 0.2180
H 2.79 5.77 -1.40 0.2326
H 0.61 6.65 -2.16 0.2264
H -1.87 6.40 -2.26 0.2294
H -3.90 5.13 -1.57 0.2347
H -3.61 3.01 -0.30 0.1934
C -4.73 -0.53 -2.52 -0.6273
C -3.27 -0.09 -2.45 -0.7032
Sb -2.36 -0.62 -0.57 0.9982
C -2.18 -2.73 -0.96 -0.7250
C -1.53 -3.49 0.21 -0.6242
C -4.00 -0.87 0.80 -0.7107
C -4.63 0.37 1.42 -0.6233
H -5.14 -0.31 -3.51 0.2303
H -5.35 0.00 -1.79 0.2083
H -4.85 -1.60 -2.35 0.2102
H -3.16 0.98 -2.60 0.2293
H -2.66 -0.60 -3.19 0.2309
H -1.58 -2.83 -1.87 0.2249
H -3.17 -3.13 -1.17 0.2236
H -0.59 -3.03 0.52 0.2042
H -1.32 -4.52 -0.07 0.2247
H -2.19 -3.51 1.08 0.2094
H -3.57 -1.52 1.56 0.2300
H -4.73 -1.46 0.24 0.2283
H -3.89 1.02 1.88 0.2111
H -5.33 0.06 2.20 0.2262
H -5.20 0.95 0.69 0.2053
```

* multiplicity: 1
* total charge: +1
* ΔE to the lowest compared entry with this formula, charge and spin: 2.432 eV
* LUMO energy: -4.14 eV
* Kohn-Sham gap: 6.3 eV


Record 4
Molecular formula: C6H13NO
Method: DFT, ωB97M-V/def2-TZVPD

Geometry as XYZ:
```
21
Properties=species:S:1:pos:R:3:nbo_charge:R:1
C -0.23 -3.50 -0.39 -0.6522
C 0.29 -2.29 -1.06 -0.1957
C 0.81 -1.19 -0.54 -0.0335
N 1.27 -0.12 -1.39 -0.6448
C 0.28 0.94 -1.49 -0.2657
C 1.64 2.83 -0.64 -0.3992
C 0.49 2.16 -0.61 -0.1912
H -0.64 -3.38 0.61 0.2150
H -1.07 -3.92 -0.92 0.2162
H 0.44 -4.33 -0.38 0.2201
H 0.16 -2.24 -2.14 0.2018
H 1.10 -1.09 0.51 0.1697
H 2.19 0.13 -1.05 0.3686
H -0.72 0.52 -1.38 0.2082
H 0.20 1.34 -2.50 0.1982
H 2.45 2.53 -1.27 0.1812
H 1.78 3.82 -0.22 0.2011
H -0.25 2.49 0.11 0.2021
H -3.72 1.83 4.19 0.4691
H -2.88 1.46 5.42 0.4687
O -3.62 2.00 5.13 -0.9378
```

* multiplicity: 1
* total charge: 0
* ΔE to the lowest compared entry with this formula, charge and spin: 2.963 eV
* LUMO energy: 0.66 eV
* Kohn-Sham gap: 9.3 eV
* SMILES: C=CCN/C=C/C.O


Record 5
Molecular formula: C4H5LiO2Yb
Method: DFT, ωB97M-V/def2-TZVPD

Geometry as XYZ:
```
13
Properties=species:S:1:pos:R:3:nbo_charge:R:1
C -1.49 0.45 -0.61 -0.0866
C -0.79 -0.81 -0.22 -0.0559
C 0.48 -1.07 0.26 -0.3620
C 1.53 -0.11 0.37 0.4085
O 2.71 -0.36 0.04 -0.6604
O -2.36 0.92 0.28 -1.0537
Li -3.19 1.61 1.60 0.9704
Yb 5.01 0.97 -0.28 0.0170
H -0.42 0.78 -1.06 0.1067
H -1.95 0.38 -1.63 0.1574
H -1.53 -1.56 0.08 0.1766
H 0.74 -2.10 0.51 0.2360
H 1.27 0.92 0.67 0.1462
```

* multiplicity: 1
* total charge: 0
* ΔE to the lowest compared entry with this formula, charge and spin: 1.641 eV
* LUMO energy: -1.23 eV
* Kohn-Sham gap: 3.5 eV


Record 6
Molecular formula: C6H14O
Method: DFT, ωB97M-V/def2-TZVPD

Geometry as XYZ:
```
21
Properties=species:S:1:pos:R:3:nbo_charge:R:1
C -1.81 1.92 1.53 -0.8509
O -0.34 2.11 -1.26 -0.5040
C -0.68 1.02 -1.65 0.2818
C 0.82 -1.13 0.05 0.0216
C 0.83 -2.09 -1.12 -0.6481
C 1.95 -0.14 0.11 -0.6517
C -0.11 -1.20 0.99 -0.4191
H -2.16 1.67 2.54 0.2051
H -2.67 2.19 0.91 0.2115
H -1.11 2.76 1.57 0.2202
H -0.06 0.43 -2.35 0.1052
H -1.62 0.55 -1.33 0.1153
H -0.11 -2.64 -1.19 0.2165
H 1.64 -2.82 -1.01 0.2225
H 1.00 -1.57 -2.07 0.2059
H 1.76 0.64 0.86 0.2243
H 2.10 0.36 -0.85 0.2153
H 2.90 -0.64 0.36 0.2195
H -1.32 1.06 1.09 0.2109
H -0.10 -0.54 1.85 0.2018
H -0.93 -1.92 0.95 0.1965
```

* multiplicity: 1
* total charge: 0
* ΔE to the lowest compared entry with this formula, charge and spin: 1.826 eV
* LUMO energy: 0.82 eV
* Kohn-Sham gap: 10.3 eV
* SMILES: C=C(C)C.C=O.C


Record 7
Molecular formula: C35H44N7O3
Method: DFT, ωB97M-V/def2-TZVPD

Geometry as XYZ:
```
89
Properties=species:S:1:pos:R:3:mulliken_charge:R:1
C -2.43 6.89 0.89 -0.9407
N -2.30 5.46 0.98 0.2533
C -3.38 4.66 1.23 0.2767
O -4.53 5.05 1.46 -0.6880
C -2.89 3.22 1.20 0.0150
C -3.51 2.39 0.06 -0.6462
C -5.01 2.27 0.18 0.4792
C -5.84 2.76 -0.84 -0.3525
C -7.23 2.75 -0.66 -0.6166
C -7.78 2.18 0.48 -0.4132
C -6.95 1.66 1.48 -0.7520
C -5.57 1.70 1.32 -0.1979
N -1.44 3.38 1.06 0.6335
C -0.65 2.28 1.01 0.1820
C 0.72 2.32 0.85 0.9671
C 1.61 1.25 0.75 -0.4600
C 3.04 1.47 0.69 0.8101
C 3.60 2.78 0.63 -0.6390
C 4.99 2.95 0.55 -0.4484
N 5.54 4.25 0.37 0.9701
O 6.79 4.34 0.26 -0.5938
O 4.79 5.26 0.31 -0.5783
C 5.86 1.86 0.60 -0.3959
C 5.33 0.58 0.70 -0.7840
C 3.95 0.38 0.69 -0.0966
C -1.01 4.78 0.90 0.1589
C -0.35 5.09 -0.45 -1.5553
C -0.09 5.31 2.00 -1.5188
H -3.49 7.15 0.95 0.3810
H -1.89 7.39 1.70 0.3033
H -2.02 7.25 -0.06 0.3149
H -3.13 2.73 2.17 0.3177
H -3.23 2.87 -0.90 0.3566
H -3.05 1.39 0.08 0.4467
H -5.38 3.18 -1.73 0.3294
H -7.87 3.18 -1.44 0.3670
H -8.86 2.15 0.61 0.3785
H -7.37 1.21 2.39 0.3791
H -4.89 1.31 2.09 0.3321
H -1.19 1.34 1.12 0.6181
H 1.14 3.32 0.77 -1.5289
H 1.26 0.21 0.71 0.5140
H 2.98 3.68 0.62 0.6276
H 6.92 2.06 0.57 0.5220
H 6.01 -0.27 0.79 0.4262
H 3.51 -0.62 0.70 0.4659
H -1.04 4.86 -1.27 0.3187
H -0.10 6.15 -0.47 0.5040
H 0.57 4.51 -0.57 0.4186
H -0.58 5.26 2.98 0.3621
H 0.85 4.75 2.04 0.3326
H 0.15 6.36 1.78 0.4905
C 3.34 -5.66 2.92 -1.0959
C 1.86 -5.52 2.66 -0.9148
N 1.54 -5.58 1.24 0.1655
C 0.73 -6.71 0.88 -0.7482
C 0.78 -7.05 -0.58 -0.7768
N 0.77 -5.86 -1.39 -0.1378
C 0.17 -6.02 -2.69 -0.8616
C 0.76 -5.06 -3.68 -0.7731
N 0.93 -3.74 -3.14 0.1317
C 1.11 -2.71 -4.15 -0.8872
C 0.01 -1.66 -4.08 -1.0623
C 1.19 -3.53 -1.82 0.3546
C 1.54 -2.27 -1.26 -1.0985
N 1.90 -2.12 0.02 -0.5149
C 2.04 -3.20 0.81 -0.8537
C 1.63 -4.49 0.40 0.1667
C 1.20 -4.64 -0.94 1.1735
H 3.54 -5.52 3.98 0.3777
H 3.68 -6.66 2.64 0.3170
H 3.93 -4.93 2.35 0.2915
H 1.33 -6.36 3.12 0.4618
H 1.47 -4.58 3.09 0.4585
H 1.09 -7.57 1.46 0.4772
H -0.33 -6.53 1.15 0.2728
H 1.67 -7.65 -0.81 0.2798
H -0.12 -7.62 -0.86 0.4862
H 0.38 -7.06 -3.00 0.4878
H -0.92 -5.88 -2.62 0.2956
H 1.73 -5.47 -4.02 0.2950
H 0.09 -4.98 -4.54 0.5104
H 2.10 -2.24 -4.06 0.4149
H 1.06 -3.22 -5.12 0.4475
H 0.22 -0.87 -4.81 0.3795
H -0.95 -2.12 -4.33 0.3207
H -0.06 -1.22 -3.08 0.2824
H 1.56 -1.36 -1.87 0.4062
H 2.48 -3.03 1.79 0.4247
```

* multiplicity: 1
* total charge: +1
* ΔE to the lowest compared entry with this formula, charge and spin: 0.000 eV
* LUMO energy: -4.80 eV
* Kohn-Sham gap: 4.1 eV


Record 8
Molecular formula: C18H41N2O9S3
Method: DFT, ωB97M-V/def2-TZVPD

Geometry as XYZ:
```
73
Properties=species:S:1:pos:R:3:mulliken_charge:R:1
C 24.14 -36.10 9.25 -1.1643
C 23.47 -36.24 10.63 0.8294
O 23.81 -36.89 11.61 -0.4481
N 22.05 -35.56 10.80 0.2648
H 22.19 -34.58 10.98 0.0763
H 21.66 -35.58 9.83 0.4057
C 21.16 -36.19 11.82 -0.6471
H 24.24 -35.05 9.12 0.2217
H 23.52 -36.43 8.49 0.4471
H 25.09 -36.60 9.44 0.3366
H 21.61 -36.09 12.66 0.1474
H 20.86 -37.25 11.75 0.2672
H 20.39 -35.44 11.57 0.4247
C 19.85 -31.59 9.34 -0.5444
C 20.48 -32.22 8.15 0.4413
O 19.88 -32.00 7.07 -0.4829
N 21.74 -32.99 8.27 0.7511
H 22.11 -32.75 9.18 -0.0841
H 21.46 -33.87 8.13 0.2917
C 22.70 -32.86 7.09 -0.8585
H 20.57 -31.08 9.87 -0.1520
H 19.55 -32.43 9.88 0.3653
H 18.84 -30.97 9.30 0.3551
H 22.64 -31.77 6.81 0.3475
H 22.49 -33.45 6.22 0.4155
H 23.75 -33.16 7.03 0.2965
O 22.63 -32.95 10.76 -1.0903
H 23.19 -32.22 11.13 -0.2786
C 27.88 -29.99 10.88 -0.7613
C 26.74 -30.45 11.66 -0.5342
C 25.83 -31.18 10.89 0.5111
S 26.05 -30.48 9.18 1.0527
O 25.43 -29.16 9.27 -0.6733
O 25.55 -31.50 8.28 -0.6225
C 27.80 -30.40 9.34 -0.6442
H 28.76 -30.44 11.48 0.3195
H 28.14 -29.01 10.92 0.4185
H 26.21 -29.76 12.26 0.3702
H 27.10 -31.13 12.46 0.2087
H 24.74 -31.12 11.10 -1.0440
H 26.08 -32.09 10.74 0.7529
H 28.36 -29.74 8.68 0.4579
H 28.36 -31.41 9.02 0.2703
C 22.27 -27.74 11.71 -0.7334
C 22.22 -29.08 12.42 0.7175
C 20.96 -29.36 12.84 -1.2720
S 20.32 -27.87 13.37 1.2128
O 20.62 -27.87 14.75 -0.6906
O 19.06 -27.77 12.79 -0.6855
C 21.36 -26.76 12.51 -0.6984
H 21.75 -27.71 10.74 0.2802
H 23.35 -27.26 11.56 0.2829
H 23.01 -29.18 13.21 0.2018
H 22.47 -29.80 11.73 -0.3752
H 20.65 -29.95 13.60 0.7194
H 20.53 -29.61 12.04 0.2740
H 21.89 -26.18 13.40 0.3152
H 20.83 -26.10 11.86 0.4421
C 22.84 -33.61 14.46 -1.1869
C 23.21 -35.02 15.05 -0.2963
C 24.42 -34.78 15.83 -1.1849
S 25.45 -33.60 15.14 1.2271
O 26.47 -34.07 14.29 -0.6403
O 25.70 -32.65 16.20 -0.6857
C 24.15 -32.80 14.11 -0.4755
H 22.38 -33.29 15.31 0.5132
H 22.21 -33.79 13.71 0.5472
H 23.65 -35.69 14.15 0.0235
H 22.40 -35.31 15.62 0.5501
H 25.02 -35.51 15.90 0.6656
H 24.48 -34.71 16.99 0.3142
H 24.47 -32.94 13.11 0.0163
H 23.86 -31.84 14.20 0.6051
```

* multiplicity: 1
* total charge: +1
* LUMO energy: -3.71 eV
* Kohn-Sham gap: 8.4 eV


Record 9
Molecular formula: C30H30BF2N7S3Sc
Method: DFT, ωB97M-V/def2-TZVPD

Geometry as XYZ:
```
74
Properties=species:S:1:pos:R:3:mulliken_charge:R:1
Sc -1.51 -0.42 0.29 -0.1769
C -2.07 2.72 2.05 -1.7984
C -2.74 1.46 1.60 0.9945
C -2.83 0.35 2.44 -0.5779
C -3.46 -0.84 2.04 0.7233
C -3.57 -2.02 2.96 -1.9247
C -4.08 -0.87 0.77 -0.5527
C -4.13 0.27 -0.03 0.6056
C -5.00 0.32 -1.25 -1.6841
C -3.38 1.39 0.33 -0.4456
H -2.78 3.37 2.57 0.4185
H -1.68 3.28 1.20 0.3161
H -1.25 2.51 2.73 0.3807
H -2.37 0.40 3.42 0.6883
H -3.32 -2.95 2.45 0.3402
H -4.60 -2.12 3.31 0.4062
H -2.93 -1.93 3.83 0.4323
H -4.64 -1.76 0.48 0.6035
H -5.96 0.76 -0.98 0.4141
H -5.23 -0.67 -1.64 0.3997
H -4.58 0.94 -2.04 0.3715
H -3.36 2.26 -0.31 0.5323
S -3.40 -3.07 -2.12 -0.2781
C -1.99 -3.49 -1.15 0.3093
N -1.21 -2.69 -0.48 0.8374
C -0.11 -3.42 0.03 -0.8551
C 0.99 -2.83 0.65 0.1694
C 2.00 -3.67 1.07 -0.7705
C 1.92 -5.06 0.87 -0.8996
C 0.85 -5.64 0.23 -0.5693
C -0.17 -4.79 -0.20 0.8428
S -1.57 -5.15 -1.15 -0.2076
H 1.95 -1.03 1.31 0.8616
H 2.86 -3.24 1.57 0.4885
H 2.73 -5.68 1.23 0.4100
H 0.80 -6.70 0.07 0.4431
S 2.75 -1.12 3.48 -0.3201
C 1.12 -1.35 3.81 -0.5433
C -0.01 -1.20 3.02 -0.2685
N -0.13 -0.95 1.70 1.1392
C 1.01 -1.34 0.85 -1.1870
H 0.86 -1.59 4.84 0.3209
H -0.95 -1.23 3.55 -0.1080
H 0.94 -0.84 -0.13 0.1653
C 1.28 1.87 1.31 -1.2204
C 0.65 2.06 -0.03 0.5181
N -0.39 1.41 -0.54 1.0720
C -0.65 1.99 -1.77 -0.8456
C 0.25 2.98 -2.00 -1.0590
N 1.06 3.01 -0.90 0.2965
C 2.22 3.89 -0.75 -1.2011
N 3.14 3.67 -1.83 0.7310
N 3.31 4.63 -2.78 -0.6928
N 4.15 4.22 -3.65 -0.4982
C 4.56 2.95 -3.29 -0.0038
C 5.47 2.08 -3.91 -0.7522
C 5.68 0.86 -3.31 -0.5887
C 5.01 0.51 -2.11 -0.7248
C 4.12 1.35 -1.49 -0.3467
C 3.92 2.59 -2.12 1.2890
H 0.70 1.16 1.89 -0.2019
H 1.31 2.81 1.86 0.6264
H 2.30 1.49 1.24 0.3308
H -1.45 1.66 -2.40 0.6254
H 0.39 3.64 -2.84 0.5072
H 2.68 3.70 0.21 0.6122
H 1.91 4.93 -0.81 0.2977
H 5.97 2.37 -4.82 0.4413
H 6.37 0.16 -3.75 0.3850
H 5.22 -0.46 -1.67 0.4395
H 3.63 1.07 -0.57 0.3840
F -3.49 -0.92 -3.77 -0.1196
B -2.96 -1.40 -2.68 0.0515
F -2.12 -0.61 -1.99 0.2004
```

* multiplicity: 1
* total charge: +1
* ΔE to the lowest compared entry with this formula, charge and spin: 1.472 eV
* LUMO energy (alpha / beta): -3.17 / -2.91 eV
* Kohn-Sham gap (alpha / beta): 5.3 / 6.3 eV


Record 10
Molecular formula: C5H14O
Method: DFT, ωB97M-V/def2-TZVPD

Geometry as XYZ:
```
20
Properties=species:S:1:pos:R:3:nbo_charge:R:1
C 0.61 -0.67 0.87 0.1061
C 1.71 0.17 0.21 -0.5865
C 1.19 -2.08 1.34 -0.5159
O 0.18 -0.03 1.99 -0.3368
H -0.26 -0.88 0.24 0.2399
H 1.42 1.20 0.33 0.2642
H 0.36 -2.75 1.52 0.2531
H 1.89 -2.49 0.63 0.2618
H 1.70 -1.93 2.29 0.2495
H -0.81 0.05 2.02 0.5315
H 1.80 -0.19 -0.81 0.2685
H 2.71 0.08 0.60 0.2580
C -2.10 1.01 -0.96 -0.5966
C -0.94 1.35 -1.88 -0.6268
H -2.79 0.27 -1.35 0.2221
H -1.84 0.60 0.03 0.1326
H -2.71 1.86 -0.66 0.2302
H -0.23 0.54 -1.98 0.1906
H -0.53 2.30 -1.57 0.2169
H -1.33 1.60 -2.86 0.2376
```

* multiplicity: 2
* total charge: +1
* ΔE to the lowest compared entry with this formula, charge and spin: 0.221 eV
* LUMO energy (alpha / beta): -3.51 / -9.66 eV
* Kohn-Sham gap (alpha / beta): 11.7 / 5.6 eV